[1]
This record from the OMol25 dataset describes a 7-piece molecular cluster, C26H69N3O12 overall in a non-equilibrium geometry. The level of theory is wB97M-V/def2-TZVPD.

As for the total energy: -2098.66288 Ha. For the HOMO energy, the calculation gives -8.67 eV. Its SMILES is COCCNCCOC.COCCNCCOC.COCCNCCOC.OCCO.OCCO.CCO.CCO. The calculation puts the lowest unoccupied orbital energy at 0.017 Eh. The value obtained for the frontier orbital gap is 0.33550 Ha.

Structure (ORCA input):
```
! RIJCOSX wB97M-V def2-TZVPD def2/J DEFGRID3
* xyz 0 1
C -1.08 -1.34 1.23
O -1.50 -0.46 2.27
C -2.74 0.17 1.99
C -2.99 1.28 2.94
N -4.39 1.68 2.85
C -4.51 3.04 3.34
C -5.89 3.59 3.03
O -6.32 4.72 3.24
C -6.10 5.26 4.53
H -1.02 -0.74 0.26
H -1.74 -2.11 0.95
H -0.09 -1.78 1.31
H -3.61 -0.41 2.15
H -2.70 0.48 0.91
H -2.29 2.06 2.64
H -2.80 1.01 4.01
H -4.64 1.54 1.90
H -3.77 3.75 2.85
H -4.39 3.04 4.42
H -6.66 2.83 3.26
H -6.08 3.44 1.96
H -6.24 4.52 5.34
H -6.76 6.09 4.61
H -5.12 5.69 4.55
C -0.15 0.24 -3.55
O 0.66 1.35 -3.12
C 1.70 1.00 -2.27
C 2.68 2.08 -2.16
N 3.69 1.76 -1.16
C 5.09 2.42 -1.31
C 5.84 1.83 -2.47
O 6.95 2.29 -2.83
C 7.33 2.10 -4.25
H -0.78 -0.21 -2.77
H 0.40 -0.54 -3.93
H -0.90 0.41 -4.36
H 2.16 0.01 -2.45
H 1.28 0.92 -1.26
H 2.10 2.95 -1.90
H 3.12 2.38 -3.18
H 3.40 2.18 -0.25
H 5.75 2.16 -0.42
H 5.02 3.47 -1.27
H 5.12 1.83 -3.28
H 5.97 0.84 -2.19
H 6.64 2.61 -4.91
H 7.38 1.06 -4.51
H 8.36 2.48 -4.45
C -1.56 -11.07 0.77
O -1.67 -9.72 1.18
C -1.04 -9.03 0.08
C -1.11 -7.60 0.61
N -0.60 -6.75 -0.46
C -0.33 -5.45 0.14
C 0.22 -4.47 -0.82
O 0.09 -3.28 -0.61
C 0.68 -2.43 -1.58
H -0.63 -11.41 1.15
H -1.78 -11.37 -0.22
H -2.44 -11.61 1.17
H -1.61 -9.19 -0.80
H -0.09 -9.33 -0.10
H -0.66 -7.42 1.58
H -2.12 -7.29 0.81
H 0.30 -7.05 -0.76
H 0.40 -5.48 1.01
H -1.24 -5.06 0.49
H -0.30 -4.69 -1.74
H 1.28 -4.51 -0.98
H 1.71 -2.68 -1.91
H 0.81 -1.45 -1.03
H 0.08 -2.18 -2.37
O 5.73 -3.28 -0.68
C 4.60 -2.84 0.02
C 4.20 -1.73 -0.81
O 3.11 -1.03 -0.15
H 5.84 -4.23 -0.72
H 3.77 -3.56 0.17
H 4.95 -2.47 1.06
H 3.81 -2.09 -1.81
H 4.99 -1.04 -1.01
H 3.19 -0.11 -0.48
O -2.84 4.55 -2.02
C -2.31 3.30 -2.35
C -1.72 2.81 -1.08
O -1.43 1.38 -1.16
H -2.48 5.25 -2.60
H -3.15 2.86 -2.61
H -1.57 3.26 -3.21
H -2.27 3.10 -0.14
H -0.73 3.31 -1.01
H -0.83 1.26 -1.87
C 0.55 2.43 1.29
C 1.42 1.32 1.49
O 2.76 1.58 1.35
H 0.53 2.95 2.18
H -0.51 2.03 1.11
H 0.85 3.05 0.46
H 1.09 0.54 0.79
H 1.19 1.00 2.50
H 3.38 0.87 1.38
C -1.53 5.42 1.87
C -2.57 6.18 1.12
O -3.49 5.30 0.57
H -0.78 6.14 2.17
H -1.11 4.53 1.33
H -2.02 5.06 2.88
H -2.22 6.88 0.30
H -3.08 6.81 1.85
H -3.15 4.76 -0.13
*
```

=====

[2]
This record from the OMol25 dataset describes the molecule C5H7N. The level of theory is wB97M-V/def2-TZVPD.

As for the total energy: -249.38049 Ha. For the HOMO energy, the calculation gives -8.33 eV. Its SMILES is C#CC(=C)NC. The calculation puts the lowest unoccupied orbital energy at 0.038 Eh. The value obtained for the frontier orbital gap is 0.34398 Ha.

Structure (ORCA input):
```
! RIJCOSX wB97M-V def2-TZVPD def2/J DEFGRID3
* xyz 0 1
C 2.49 -1.49 0.53
C 1.41 -0.96 0.55
C 0.13 -0.29 0.46
C -0.42 0.31 1.53
N -0.42 -0.31 -0.82
C -1.24 0.82 -1.22
H 3.45 -1.95 0.52
H -1.38 0.82 1.47
H 0.08 0.28 2.49
H 0.24 -0.59 -1.52
H -1.36 0.80 -2.31
H -0.77 1.78 -0.93
H -2.23 0.77 -0.77
*
```

=====

[3]
This record from the OMol25 dataset describes an isolated ion of composition C3H5Cl2O3P and charge -2 in a non-equilibrium geometry. The level of theory is wB97M-V/def2-TZVPD.

As for the total energy: -1604.82013 Ha. For the HOMO energy, the calculation gives 0.40 eV. Its SMILES is C[C@H](Cl)[C@@H](Cl)P(=O)([O-])[O-]. The calculation puts the lowest unoccupied orbital energy at 0.214 Eh. The value obtained for the frontier orbital gap is 0.19928 Ha.

Structure (ORCA input):
```
! RIJCOSX wB97M-V def2-TZVPD def2/J DEFGRID3
* xyz -2 1
C -2.12 0.29 0.07
C -0.56 0.22 0.39
Cl -0.14 1.63 1.39
C 0.48 0.09 -0.68
Cl 0.47 1.43 -1.82
P 2.15 -0.73 0.10
O 1.46 -1.99 0.60
O 2.65 0.29 1.16
O 3.14 -0.95 -1.03
H -2.42 1.21 -0.58
H -2.46 -0.50 -0.44
H -2.52 0.50 1.01
H -0.22 -0.65 0.92
H 0.09 -0.83 -1.09
*
```